No. 1
96
Properties=species:S:1:pos:R:3:forces:R:3 method="wB97M-V/def2-TZVPD" charge=0 lumo_energy_ev=-0.18
C 2.686 -1.212 3.718 0.33 0.70 -0.91
C 3.556 -1.165 2.410 -0.70 -0.88 0.91
O 4.726 -0.393 2.663 -0.34 0.07 -0.61
C 2.739 -0.676 1.167 0.53 -0.20 -0.02
N 3.045 0.694 0.743 -0.33 -0.59 0.59
C 2.484 1.704 1.629 -0.43 1.25 -0.70
C 0.973 2.029 1.321 1.27 0.35 -0.78
O 0.351 2.834 2.335 -0.61 -1.66 1.03
B -0.157 2.081 3.383 0.88 0.99 1.27
O -1.073 2.677 4.305 -0.87 -1.59 -1.92
B -2.243 1.868 4.201 1.13 0.20 1.16
O -2.150 0.445 4.282 0.55 1.41 -1.72
B -1.060 0.009 3.495 1.02 -0.29 0.88
C -1.080 -1.174 2.423 -0.85 0.92 0.15
C -2.502 -1.563 1.898 0.69 -1.94 -0.83
N -3.114 -0.551 1.045 -0.04 0.42 0.84
N -2.281 -2.770 1.049 0.63 0.49 0.64
N -3.407 -2.014 2.967 -0.08 0.87 -0.73
O 0.173 0.729 3.646 -1.84 0.48 -1.48
H 3.105 -1.903 4.466 -0.12 0.29 -0.27
H 1.663 -1.508 3.457 0.35 -0.02 0.31
H 2.660 -0.173 4.097 -0.14 -0.54 0.13
H 3.867 -2.215 2.222 -0.17 0.46 -0.15
H 4.883 -0.500 3.599 0.30 0.07 0.34
H 1.668 -0.826 1.402 0.35 0.00 -0.10
H 2.991 -1.347 0.325 -0.18 0.37 0.29
H 2.707 0.798 -0.211 0.09 0.17 0.15
H 2.657 1.507 2.696 -0.12 -0.34 -0.48
H 3.023 2.650 1.408 -0.19 -0.39 0.33
H 0.995 2.668 0.415 -0.22 -0.32 0.41
H 0.387 1.135 1.046 0.18 0.23 0.43
H -3.257 2.440 3.997 -0.31 -0.26 0.26
H -0.522 -0.796 1.539 -0.01 -0.32 0.52
H -0.530 -2.046 2.819 -0.33 0.28 -0.22
H -2.892 -0.709 0.073 0.05 -0.13 0.03
H -2.773 0.386 1.238 -0.21 0.03 0.13
H -1.355 -2.651 0.650 -0.19 -0.32 -0.40
H -2.980 -2.817 0.317 -0.03 -0.07 0.03
H -2.831 -2.408 3.701 -0.21 0.16 0.24
H -3.904 -1.189 3.284 0.09 -0.17 0.47
C 4.154 0.353 -3.677 0.23 0.07 0.03
N 2.682 0.453 -3.530 0.45 -0.02 -0.16
O 2.038 0.797 -4.497 -0.27 0.08 -0.14
O 2.216 0.188 -2.443 -0.27 0.00 0.32
H 4.420 0.622 -4.691 -0.10 -0.02 0.02
H 4.597 1.043 -2.963 -0.08 -0.18 0.01
H 4.439 -0.671 -3.463 -0.05 0.04 0.08
C -5.618 -4.600 3.904 -0.12 0.22 -0.10
N -5.078 -5.977 4.022 -0.18 0.20 -0.08
O -5.495 -6.814 3.255 -0.04 -0.25 -0.15
O -4.250 -6.169 4.884 0.23 -0.06 0.20
H -6.342 -4.578 3.097 0.06 -0.09 0.00
H -6.088 -4.349 4.852 0.12 -0.01 0.03
H -4.781 -3.937 3.691 -0.04 0.03 0.01
C 2.604 3.741 -2.314 -0.10 -0.07 -0.20
N 3.918 3.656 -1.625 -0.14 -0.05 -0.04
O 4.774 2.956 -2.121 0.19 0.08 0.01
O 4.045 4.296 -0.607 -0.01 0.16 0.15
H 2.632 3.123 -3.205 0.04 0.04 0.02
H 1.847 3.383 -1.620 0.01 0.10 0.01
H 2.437 4.784 -2.573 -0.08 -0.03 0.08
C 0.900 -5.689 2.312 -0.05 -0.30 0.09
N 1.481 -4.345 2.559 0.02 -0.32 0.05
O 2.342 -4.248 3.401 0.14 -0.02 0.12
O 1.047 -3.430 1.894 -0.03 0.14 -0.25
H 1.381 -6.401 2.974 0.03 0.10 0.01
H -0.167 -5.626 2.515 0.01 0.06 -0.14
H 1.086 -5.938 1.271 -0.11 0.08 0.00
C 1.448 6.846 -0.358 -0.01 -0.24 0.20
N 1.227 7.441 -1.701 -0.04 -0.13 0.16
O 0.706 6.742 -2.546 -0.02 -0.12 -0.20
O 1.583 8.583 -1.860 0.06 0.25 -0.07
H 1.082 5.825 -0.365 -0.01 0.05 -0.05
H 2.516 6.871 -0.157 -0.04 0.09 0.03
H 0.898 7.447 0.361 0.11 0.06 -0.02
C -5.577 2.186 -1.139 -0.22 -0.12 -0.32
N -4.251 2.084 -0.481 -0.29 0.01 -0.13
O -3.425 1.357 -0.983 0.31 -0.06 -0.20
O -4.080 2.737 0.524 0.12 0.12 0.31
H -5.582 1.549 -2.020 0.11 0.10 0.20
H -6.323 1.860 -0.418 0.05 0.13 0.06
H -5.725 3.228 -1.411 -0.02 0.00 0.15
C 4.182 -1.986 -7.141 -0.19 -0.07 -0.23
N 5.489 -2.065 -6.440 -0.06 -0.10 -0.18
O 6.344 -2.765 -6.924 0.22 -0.14 -0.07
O 5.604 -1.415 -5.423 0.09 0.02 0.08
H 4.226 -2.613 -8.025 0.08 0.01 0.06
H 3.419 -2.339 -6.452 0.01 0.13 0.03
H 4.017 -0.946 -7.410 -0.05 -0.01 0.13
C -5.050 -0.590 -5.660 0.14 -0.28 -0.10
N -5.333 0.328 -4.528 0.10 -0.20 -0.14
O -4.988 -0.019 -3.421 0.04 -0.15 0.16
O -5.891 1.368 -4.791 -0.16 0.27 -0.04
H -4.551 -1.472 -5.274 -0.02 0.07 0.06
H -6.002 -0.850 -6.115 0.03 0.12 -0.05
H -4.413 -0.058 -6.361 -0.12 0.04 -0.02



No. 2
76
Properties=species:S:1:pos:R:3:forces:R:3 method="wB97M-V/def2-TZVPD" charge=-1 relative_energy_kj_mol=0.00 lumo_energy_ev=2.44
Br 6.200 -17.039 0.211 0.03 0.18 -0.05
C 9.615 -14.823 1.381 -0.86 -0.80 1.23
C 10.341 -15.946 0.613 0.93 1.46 -0.41
C 10.571 -17.172 1.465 -0.93 -0.19 2.10
O 11.916 -17.533 1.734 0.03 0.28 -0.67
C 12.409 -18.425 0.751 -0.04 -0.19 0.18
N 9.642 -16.127 -0.643 -0.63 0.18 -0.09
H 8.700 -15.281 1.772 -0.42 0.24 -0.30
H 9.370 -13.905 0.851 0.10 -0.31 -0.52
H 10.081 -14.511 2.320 0.65 -0.18 -0.20
H 11.333 -15.492 0.498 0.26 -0.44 -0.71
H 9.955 -18.046 1.231 0.26 -0.07 -0.91
H 10.134 -16.935 2.444 0.34 0.12 0.28
H 12.351 -18.072 -0.283 -0.29 0.31 0.04
H 11.815 -19.339 0.835 0.27 -0.28 -0.25
H 13.465 -18.604 0.952 -0.08 -0.15 0.21
H 8.664 -16.258 -0.387 -0.13 0.17 -0.23
H 9.857 -16.970 -1.164 0.59 -0.11 0.27
C 8.610 -21.538 0.019 1.38 -0.85 0.52
C 7.600 -21.405 1.125 -0.49 0.30 -0.06
C 8.123 -20.567 2.295 0.13 -0.55 -0.27
O 9.194 -21.269 2.919 0.44 0.18 -0.19
C 9.917 -20.481 3.847 -0.80 -0.25 0.21
N 6.396 -20.731 0.657 -0.56 -0.23 0.37
H 8.918 -20.549 -0.324 0.14 -0.12 -0.25
H 8.361 -22.203 -0.810 -0.77 0.40 -0.14
H 9.453 -22.098 0.440 0.45 0.52 0.03
H 7.403 -22.393 1.550 -0.47 -0.05 -0.16
H 7.330 -20.391 3.023 -0.20 0.09 -0.12
H 8.439 -19.613 1.858 0.23 0.22 0.31
H 9.392 -20.447 4.810 -0.26 0.19 0.03
H 10.007 -19.460 3.472 0.45 0.04 0.06
H 10.865 -20.960 4.087 0.17 0.11 -0.50
H 5.989 -21.169 -0.158 0.12 -0.17 0.00
H 6.605 -19.776 0.388 -0.06 0.18 0.13
C 7.135 -16.495 4.793 1.46 -0.46 0.17
C 6.635 -17.957 4.740 -0.07 1.48 0.70
C 5.992 -18.417 6.050 -0.79 1.12 -0.41
O 6.735 -18.234 7.237 0.36 -0.69 -0.17
C 7.850 -19.110 7.330 -0.21 0.06 -0.12
N 5.610 -17.969 3.731 -0.63 -0.51 -0.60
H 6.432 -15.701 5.048 -0.39 -0.45 0.38
H 7.453 -16.233 3.781 0.17 -0.07 -0.05
H 8.027 -16.423 5.425 -0.08 0.29 0.13
H 7.467 -18.605 4.454 -0.01 -0.01 -0.10
H 5.505 -19.390 5.927 0.60 -0.46 0.21
H 5.133 -17.745 6.148 0.00 0.12 0.29
H 7.581 -20.126 7.028 -0.10 -0.09 0.04
H 8.187 -19.130 8.366 -0.05 0.09 0.01
H 8.681 -18.795 6.693 0.03 0.15 -0.04
H 5.945 -17.361 2.992 -0.10 -0.43 -0.63
H 4.811 -17.449 4.081 -0.16 -0.14 0.14
C 2.771 -16.166 -2.924 -0.41 -0.57 -1.16
O 2.195 -17.230 -2.816 -0.44 -0.15 0.06
N 2.547 -15.275 -3.953 0.21 0.22 0.35
N 3.741 -15.746 -2.112 0.98 0.40 1.26
H 3.141 -14.469 -3.917 -0.40 0.27 -0.66
H 1.893 -15.448 -4.692 0.06 -0.04 0.12
H 4.085 -16.331 -1.365 0.06 -0.17 -0.04
H 4.300 -14.941 -2.329 0.03 -0.04 0.11
C 5.103 -13.484 2.102 -0.80 2.78 -0.05
O 4.659 -12.473 2.682 0.67 -1.12 0.01
N 4.330 -14.228 1.303 -0.70 -1.32 -0.68
N 6.411 -13.813 2.026 -0.04 -0.28 0.49
H 3.361 -14.012 1.159 0.08 0.08 0.33
H 4.696 -15.100 0.940 -0.16 -0.08 -0.11
H 7.053 -13.159 2.437 0.20 -0.24 -0.19
H 6.634 -14.491 1.311 0.70 0.05 0.18
C 9.039 -18.432 -3.135 -0.62 0.59 1.24
O 9.899 -18.729 -2.317 0.46 -0.33 -0.11
N 9.290 -18.180 -4.428 0.63 -0.46 -0.76
N 7.756 -18.224 -2.774 -0.54 -0.20 0.50
H 10.247 -18.344 -4.688 -0.23 0.30 -0.51
H 8.581 -17.741 -4.983 0.42 0.02 -0.36
H 7.009 -18.049 -3.422 0.07 0.08 0.05
H 7.555 -18.130 -1.788 -0.24 -0.02 0.02



no.,Kohn-Sham gap (eV)
1,8.31
2,8.46